{"formula": "CHFINO2", "method": "ωB97M-V with the def2-TZVPD basis set", "e_tot_ev": -17451.71292, "gap_ev": 8.76, "smiles": "O=C=NI.OF", "lumo_energy_ev": -0.963, "de_lowest_kcal_mol": 28.8, "e_homo_ha": -0.3574, "species": ["C", "N", "O", "O", "F", "I", "H"], "xyz": [[1.5900, -1.6507, -0.2334], [2.6747, -1.1465, -0.4967], [0.6404, -2.3014, -0.2076], [0.2896, 0.5023, -0.1977], [0.2393, 1.9007, -0.6171], [4.0083, 0.2739, 0.0860], [-0.5742, 0.2102, -0.5152]], "forces_ev_per_a": [[3.769, 1.403, -0.909], [-0.650, -0.219, 0.570], [-1.779, -0.638, 0.449], [0.085, 1.671, -0.221], [-0.032, -1.476, 0.409], [-1.060, -0.776, -0.148], [-0.333, 0.034, -0.150]], "nbo_charge": [0.8497, -0.7798, -0.5127, -0.3206, -0.1518, 0.4415, 0.4738]}